(1)
This record from the Open Molecules 2025 dataset describes a molecular structure, C12H37Li2N2O12. The level of theory is wB97M-V/def2-TZVPD.

Last column: natural (NBO) charge in e.
Positions of all 65 atoms, in Å:
Li -1.960 0.338 2.203  0.948
Li -1.728 -0.664 -1.160  0.945
C 0.404 -0.920 0.475  -0.245
O -0.679 -0.027 0.532  -1.130
H 1.039 -0.724 -0.408  0.123
H 1.063 -0.978 1.342  0.181
H -0.018 -1.918 0.266  0.137
C 1.731 3.081 1.090  -0.094
C 0.975 3.448 -0.182  -0.102
O -0.338 2.909 -0.059  -0.773
O 1.205 3.620 2.283  -0.701
H 2.815 3.015 0.951  0.185
H 1.546 1.992 1.140  0.143
H 1.400 3.102 -1.126  0.179
H 1.037 4.543 -0.185  0.184
H -0.263 1.949 0.081  0.499
H 0.483 4.195 1.998  0.470
C -3.547 3.119 0.962  -0.112
C -3.707 1.641 0.617  -0.115
O -3.853 0.897 1.855  -0.808
O -4.891 3.603 1.167  -0.737
H -3.286 3.664 0.046  0.201
H -2.864 3.419 1.757  0.193
H -2.858 1.352 -0.004  0.188
H -4.635 1.545 0.054  0.213
H -4.564 1.386 2.299  0.515
H -4.838 4.398 1.708  0.483
C 2.738 0.126 -3.345  -0.090
C 1.386 0.824 -3.291  -0.102
O 0.377 0.216 -4.094  -0.728
O 3.539 0.685 -4.388  -0.718
H 2.501 -0.898 -3.680  0.161
H 3.377 0.051 -2.471  0.207
H 1.477 1.895 -3.466  0.189
H 1.142 0.632 -2.232  0.145
H -0.397 0.785 -4.078  0.474
H 3.026 0.804 -5.191  0.470
C -2.996 -4.185 1.588  -0.089
C -3.051 -2.758 1.056  -0.093
O -3.048 -1.701 2.017  -0.783
O -4.010 -4.245 2.607  -0.705
H -2.026 -4.406 2.039  0.176
H -3.229 -4.825 0.741  0.200
H -3.942 -2.662 0.428  0.176
H -2.245 -2.574 0.333  0.160
H -3.838 -1.165 1.886  0.501
H -3.902 -3.412 3.082  0.467
C 3.932 0.382 2.675  -0.095
C 5.318 0.116 2.063  -0.088
O 5.550 -1.238 1.715  -0.709
O 3.812 -0.201 3.963  -0.730
H 3.118 0.041 2.031  0.158
H 3.750 1.462 2.660  0.168
H 5.946 0.553 2.846  0.164
H 5.395 0.588 1.084  0.181
H 5.453 -1.749 2.531  0.472
H 3.939 0.477 4.632  0.479
C -0.745 -3.016 -2.915  0.801
O -1.704 -2.533 -2.284  -0.798
N -0.919 -3.782 -3.998  -0.806
N 0.550 -2.848 -2.539  -0.821
H -1.867 -3.983 -4.267  0.416
H -0.187 -4.106 -4.600  0.409
H 1.363 -3.092 -3.075  0.407
H 0.749 -2.242 -1.762  0.401

As for the net charge: +1. The LUMO energy comes out at -2.9 eV. For the HOMO energy, the calculation gives -11.8 eV.

=====

(2)
This record from the Open Molecules 2025 dataset describes 7 unconnected molecules or ions with the total composition C12H37O7. The level of theory is wB97M-V/def2-TZVPD.

Last column: natural (NBO) charge in e.
Positions of all 56 atoms, in Å:
O 0.268 0.415 0.303  -1.198
H 0.154 0.690 -0.627  0.372
C -1.102 -2.017 -3.692  -0.620
C -0.250 -1.432 -2.576  -0.049
O -1.101 -0.841 -1.643  -0.784
H -0.530 -2.661 -4.361  0.194
H -1.447 -1.167 -4.280  0.195
H -1.949 -2.580 -3.300  0.208
H 0.460 -0.690 -2.942  0.159
H 0.311 -2.277 -2.176  0.150
H -0.544 -0.392 -1.003  0.498
C 1.371 -0.954 5.298  -0.637
C 0.000 -0.310 4.996  -0.051
O 0.159 0.329 3.761  -0.728
H 2.186 -0.230 5.294  0.204
H 1.542 -1.639 4.467  0.216
H 1.387 -1.505 6.238  0.178
H -0.224 0.456 5.737  0.150
H -0.824 -1.024 5.000  0.145
H 0.348 -0.364 3.125  0.500
C 4.658 1.004 -1.625  -0.623
C 3.233 1.150 -1.159  -0.069
O 2.698 -0.110 -0.851  -0.776
H 4.769 0.684 -2.661  0.187
H 5.218 0.233 -1.097  0.211
H 5.258 1.900 -1.467  0.194
H 2.584 1.783 -1.764  0.149
H 3.314 1.628 -0.183  0.159
H 1.865 0.078 -0.413  0.509
C -5.142 0.787 0.383  -0.620
C -4.188 0.919 -0.799  -0.054
O -2.868 0.759 -0.328  -0.740
H -4.855 1.254 1.325  0.220
H -5.389 -0.253 0.596  0.195
H -6.092 1.205 0.052  0.180
H -4.302 1.882 -1.297  0.142
H -4.374 0.114 -1.511  0.152
H -2.321 0.155 -0.837  0.503
C -0.766 3.592 -2.952  -0.634
C 0.145 3.072 -1.864  -0.053
O -0.322 3.664 -0.639  -0.699
H -1.099 4.625 -2.852  0.195
H -1.706 3.042 -2.995  0.212
H -0.381 3.383 -3.951  0.193
H 1.141 3.476 -2.044  0.148
H 0.118 1.983 -1.886  0.188
H -0.187 4.613 -0.684  0.448
C 1.204 -3.964 2.376  -0.623
C 0.812 -2.930 1.330  -0.058
O 0.697 -1.647 1.929  -0.796
H 0.390 -4.181 3.067  0.201
H 2.173 -3.800 2.847  0.209
H 1.325 -4.880 1.799  0.193
H -0.068 -3.157 0.728  0.161
H 1.625 -2.843 0.609  0.160
H 0.615 -1.028 1.200  0.532

As for the net charge: -1. The LUMO energy comes out at 3.1 eV. For the HOMO energy, the calculation gives -5.0 eV. The calculation puts the relative energy (zero: lowest compared OMol25 entry of this formula, charge and spin) at 30.73 kcal per mole.

=====

> What is the LUMO in the first record?

-2.9 eV